No. 1
Below is an isolated ion of composition C21H19F2O and charge +1 in a non-equilibrium geometry, with properties calculated with the ωB97M-V functional and the def2-TZVPD basis.

Values from the calculation:
LUMO	-5.32	eV
max |F|	0.0529	Eh/bohr
highest occupied orbital energy	-12.04	eV

The geometry in ORCA input format:
```
! RIJCOSX wB97M-V def2-TZVPD def2/J DEFGRID3
* xyz 1 1
C 2.49665 2.55018 -0.86254
C 2.59502 1.18237 -0.26774
C 3.31513 0.14887 -1.08522
C 3.21023 -1.19039 -0.46414
C 2.56499 -1.48299 0.68997
C 1.99302 -0.43084 1.46464
O 1.23640 -0.65018 2.56943
C 0.27480 -1.71226 2.61398
C 2.13589 0.91062 0.98578
H 2.18058 3.24033 -0.08168
H 3.45170 2.91157 -1.25203
H 1.80143 2.63990 -1.70480
H 2.96015 0.24234 -2.16165
H 3.79797 -1.96376 -0.98780
H 2.48241 -2.51518 1.01079
H 0.17120 -1.97815 3.66003
H -0.68633 -1.37074 2.23600
H 0.58029 -2.57779 2.03859
H 1.79297 1.76866 1.58921
F 6.10758 -3.10581 -5.87769
C 5.66259 -2.40198 -4.76171
C 4.84614 -1.29963 -4.99769
C 4.55867 -0.46179 -3.91396
C 5.06316 -0.73420 -2.64915
C 4.80336 0.35009 -1.57001
C 5.84809 0.51120 -0.46935
C 5.57293 1.58092 0.38158
C 6.40268 1.88691 1.44708
C 7.50064 1.08489 1.69114
F 8.27453 1.34485 2.80155
C 7.83552 0.04047 0.83580
C 7.02898 -0.20046 -0.28616
C 5.68451 -1.96457 -2.39155
C 6.09457 -2.74467 -3.48206
H 4.42734 -1.08894 -5.98495
H 3.93712 0.41708 -4.06676
H 4.90518 1.26785 -2.14473
H 4.65455 2.14318 0.21258
H 6.11723 2.70023 2.10521
H 8.67659 -0.59972 1.08523
H 7.32415 -0.99278 -0.97213
H 5.83953 -2.33342 -1.35576
H 6.70507 -3.62098 -3.29914
*
```

Atom charges from the natural (NBO) analysis, given in e for atoms 1 to 4: C -0.685; C 0.228; C -0.335; C 0.030


No. 2
Below is C21H19IN2O4SZn as an isolated structure in a non-equilibrium geometry, with properties calculated with the ωB97M-V functional and the def2-TZVPD basis.

Values from the calculation:
LUMO	-0.25	eV
max |F|	0.0516	Eh/bohr
highest occupied orbital energy	-8.57	eV

The geometry in ORCA input format:
```
! RIJCOSX wB97M-V def2-TZVPD def2/J DEFGRID3
* xyz 0 1
Zn -0.23498 1.79731 1.15999
S -3.43707 -0.08315 3.57120
C -4.15176 0.29290 2.06770
C -3.34335 0.92267 1.18222
C -2.03050 1.03041 1.65275
C -1.91325 0.57306 2.93449
C -0.64599 0.54502 3.72965
C -0.48614 -0.16540 4.93578
C 0.66747 -0.04679 5.68817
C 1.77085 0.58901 5.10465
C 1.60909 1.16241 3.85231
N 0.44258 1.10215 3.16513
H -5.24773 0.04283 1.96588
H -3.64237 1.21342 0.19895
H -1.38403 -0.73621 5.22150
H 0.71538 -0.48639 6.69615
H 2.73583 0.63157 5.64851
H 2.42760 1.64213 3.31453
I 4.42398 1.76140 -6.24721
C 3.32287 1.65244 -4.37812
C 2.21994 2.47199 -4.30570
C 1.54648 2.53136 -3.06420
C 1.94908 1.76196 -1.97875
C 3.03177 0.92016 -2.11072
C 3.67861 0.81934 -3.31206
C 1.23500 1.70253 -0.63649
O 1.24762 0.64890 0.02696
O 0.69001 2.78579 -0.20660
H 1.98863 3.14625 -5.16344
H 0.71169 3.21672 -2.92843
H 3.30624 0.28038 -1.26284
H 4.50145 0.11977 -3.42884
O -1.83414 -0.62753 -3.49077
C -2.45610 -0.88265 -2.33578
O -3.65777 -0.75245 -2.17972
C -1.46953 -1.20557 -1.19642
N -0.11606 -1.38378 -1.73150
C 0.46899 -2.55009 -1.04859
C -0.76405 -3.48645 -0.99215
C -1.83282 -2.52815 -0.48985
H -1.44026 -0.32467 -0.49096
H 0.46593 -0.60092 -1.53927
H -0.92806 -0.87865 -3.38912
H 0.85675 -2.23527 -0.06352
H 1.38574 -2.93090 -1.50411
H -0.62660 -4.34734 -0.33265
H -1.03259 -3.82096 -2.02059
H -1.91533 -2.45242 0.56831
H -2.80912 -2.83811 -0.85645
*
```

Atom charges from the natural (NBO) analysis, given in e for atoms 1 to 4: Zn 1.567; S 0.390; C -0.386; C -0.296


No. 3
Below is C21H19N3O2Ta as an isolated structure, with properties calculated with the ωB97M-V functional and the def2-TZVPD basis.

Values from the calculation:
LUMO	-11.57	eV
max |F|	0.0091	Eh/bohr
highest occupied orbital energy	-18.35	eV
ΔE to the lowest compared entry with this formula, charge and spin	0.0	kJ/mol

The geometry in ORCA input format:
```
! RIJCOSX wB97M-V def2-TZVPD def2/J DEFGRID3
* xyz 3 1
Ta -0.01074 0.31265 0.22152
O -1.33917 1.58028 -0.07599
C -2.62612 1.59205 -0.56577
C -3.18753 2.76149 -1.00318
C -4.50574 2.72883 -1.46309
C -5.25492 1.55253 -1.46942
C -4.68891 0.38694 -1.01230
C -3.34638 0.37042 -0.55933
C -2.82839 -0.82624 -0.04354
N -1.59013 -1.05738 0.37256
C -1.32199 -2.30486 1.12154
C -0.59704 -1.84760 2.37052
N 0.43972 -0.87382 1.92875
C 1.55293 -0.85562 2.64384
C 2.65916 -0.00253 2.50185
C 3.75241 -0.12811 3.38638
C 4.82259 0.73398 3.28749
C 4.81588 1.73158 2.31597
C 3.74741 1.88668 1.42734
C 2.69609 1.01472 1.53180
O 1.60933 1.11700 0.69801
H -2.62731 3.68605 -0.97621
H -4.95862 3.64937 -1.80927
H -6.27722 1.56485 -1.82001
H -5.26240 -0.53194 -0.99779
H -3.53350 -1.65148 0.04899
H -0.68900 -2.96780 0.52659
H -2.24891 -2.82457 1.35758
H -0.13344 -2.67949 2.89792
H -1.28988 -1.34277 3.04594
H 1.61652 -1.58450 3.45016
H 3.73908 -0.90364 4.14255
H 5.66096 0.64355 3.96361
H 5.65499 2.41205 2.24641
H 3.74608 2.67631 0.68862
C 1.42861 -1.22806 -4.20262
C 1.98558 -0.11742 -3.57679
C 1.55613 0.22500 -2.31942
N 0.58629 -0.48047 -1.66284
C 0.04424 -1.56133 -2.28865
C 0.44601 -1.95722 -3.53931
H 1.75607 -1.52206 -5.19190
H 2.75196 0.47630 -4.05536
H 1.97902 1.07580 -1.80085
H -0.72038 -2.10166 -1.75178
H -0.00934 -2.82788 -3.99050
*
```

Atom charges from the natural (NBO) analysis, given in e for atoms 1 to 4: Ta 2.641; O -0.729; C 0.412; C -0.267


No. 4
Below is a single C21H19N5O2 molecule in a non-equilibrium geometry, with properties calculated with the ωB97M-V functional and the def2-TZVPD basis.

Values from the calculation:
LUMO	0.34	eV
max |F|	0.0279	Eh/bohr
highest occupied orbital energy	-8.32	eV
ΔE to the lowest compared entry with this formula, charge and spin	142.0	kJ/mol
SMILES string	CCOc1ccc(-n2nnc3c(=O)n(C/C=C/c4ccccc4)cnc32)cc1

The geometry in ORCA input format:
```
! RIJCOSX wB97M-V def2-TZVPD def2/J DEFGRID3
* xyz 0 1
C 8.39066 0.60083 -3.14157
C 7.40143 0.90143 -2.02673
O 6.26568 0.08087 -2.22916
C 5.22849 0.15931 -1.36265
C 5.17175 1.00023 -0.25286
C 4.05803 0.99524 0.56497
C 2.98963 0.15296 0.28619
N 1.87587 0.16777 1.13298
N 1.81678 0.98442 2.20659
N 0.72424 0.82842 2.82866
C -0.01073 -0.11526 2.19286
C -1.31139 -0.66338 2.46961
O -2.08103 -0.40128 3.36139
N -1.63958 -1.65361 1.50003
C -2.95844 -2.26928 1.62109
C -3.96028 -1.50827 0.80442
C -4.80651 -0.63481 1.34458
C -5.78586 0.17921 0.63922
C -6.39622 1.23320 1.32187
C -7.32639 2.04025 0.69584
C -7.67426 1.80437 -0.62393
C -7.08425 0.75586 -1.31125
C -6.14964 -0.04874 -0.68882
C -0.83785 -1.98476 0.46802
N 0.32661 -1.49670 0.20240
C 0.73009 -0.55256 1.08454
C 3.03464 -0.69155 -0.82004
C 4.14564 -0.68375 -1.63229
H 8.67213 -0.44817 -3.11481
H 7.93813 0.81314 -4.10619
H 9.27990 1.21276 -3.02140
H 7.10990 1.96036 -2.05289
H 7.85316 0.68391 -1.04917
H 5.98805 1.66298 -0.01492
H 4.00355 1.64146 1.42626
H -3.22692 -2.22946 2.67936
H -2.88787 -3.30928 1.29265
H -3.91201 -1.67042 -0.26345
H -4.76882 -0.48091 2.41588
H -6.12581 1.42113 2.35098
H -7.78463 2.85407 1.23852
H -8.40418 2.43139 -1.11414
H -7.35734 0.56397 -2.33888
H -5.70949 -0.86922 -1.23491
H -1.21089 -2.74658 -0.20388
H 2.20205 -1.34292 -1.03057
H 4.20398 -1.32860 -2.49438
*
```

Atom charges from the natural (NBO) analysis, given in e for atoms 1 to 4: C -0.617; C -0.063; O -0.495; C 0.310


No. 5
Below is C21H19N7PtS2 as an isolated structure, with properties calculated with the ωB97M-V functional and the def2-TZVPD basis.

Values from the calculation:
LUMO	-5.83	eV
max |F|	0.0152	Eh/bohr
highest occupied orbital energy	-13.89	eV
ΔE to the lowest compared entry with this formula, charge and spin	0.0	kJ/mol

The geometry in ORCA input format:
```
! RIJCOSX wB97M-V def2-TZVPD def2/J DEFGRID3
* xyz 2 1
Pt 1.00354 0.23611 -0.28588
N 0.01488 2.29119 3.15494
C -1.27199 1.77608 3.10053
C -2.36208 1.94812 3.94380
C -3.55092 1.38695 3.52909
C -3.65311 0.70854 2.30588
C -2.56409 0.53468 1.47865
C -1.34165 1.04349 1.90667
N -0.07983 1.07199 1.31336
C 0.65540 1.88687 2.04973
C 1.90866 2.34119 1.49020
C 2.85624 3.19987 1.94133
S 4.07575 3.40706 0.76217
C 3.26290 2.34664 -0.28023
N 2.15257 1.86635 0.20972
H 0.36615 2.93361 3.84647
H -2.29205 2.51279 4.86338
H -4.43353 1.50069 4.14294
H -4.61825 0.32913 1.99934
H -2.66486 0.05607 0.51804
H 2.90620 3.71146 2.88894
H 3.63921 2.06965 -1.25363
N 1.63792 -3.79487 0.30472
C 1.82594 -2.52968 -0.07581
N 0.70891 -1.82000 -0.03241
C -0.29042 -2.71148 0.38508
C -1.66335 -2.56646 0.55526
C -2.38331 -3.66594 0.97147
C -1.77055 -4.90402 1.21196
C -0.41647 -5.07505 1.02679
C 0.29872 -3.96014 0.60634
H 2.35614 -4.50051 0.33562
H 2.79277 -2.16045 -0.36943
H -2.15451 -1.63337 0.35710
H -3.45231 -3.57600 1.10851
H -2.37448 -5.73946 1.53729
H 0.06510 -6.02893 1.19370
C 1.58497 2.76748 -3.39862
N 0.96486 1.55716 -3.91848
C 0.09395 1.51015 -4.98952
C -0.23427 0.21499 -5.18685
N 0.43993 -0.50102 -4.22752
C 1.17000 0.31714 -3.45532
S 2.25160 -0.21795 -2.20447
H 1.15473 3.62172 -3.91219
H 2.65785 2.74050 -3.57960
H 1.38388 2.84912 -2.33299
H -0.20966 2.39848 -5.51423
H -0.87608 -0.24764 -5.91471
H 0.42897 -1.50231 -4.10714
*
```

Atom charges from the natural (NBO) analysis, given in e for atoms 1 to 4: Pt 0.772; N -0.495; C 0.179; C -0.238


| no. | orbital gap (eV) |
| --- | --- |
| 1 | 6.71 |
| 2 | 8.32 |
| 3 | 6.78 |
| 4 | 8.66 |
| 5 | 8.07 |